The following is a quantum chemistry calculation of a structure of composition C21H40BrF9NO10P2Si2, from the Open Molecules 2025 dataset.

The geometry in ORCA input format:
```
! RIJCOSX wB97M-V def2-TZVPD def2/J DEFGRID3
* xyz 1 1
C 4.467 -6.388 1.315
C 4.237 -7.641 0.282
O 5.592 -8.239 0.059
C 3.629 -7.224 -1.187
O 3.415 -5.775 -1.175
Si 1.666 -5.382 -1.066
O 0.895 -6.689 -0.120
O 1.125 -5.242 -2.701
Si -0.459 -4.620 -2.966
C -1.588 -4.274 -1.476
C -2.075 -5.557 -0.590
C -3.634 -5.236 -0.112
O -4.720 -5.878 -0.585
O -3.828 -4.205 0.929
C -0.247 -3.104 -4.201
C -1.078 -1.771 -3.775
C -0.158 -0.380 -3.692
F 1.257 -0.623 -3.337
F -0.127 0.122 -5.119
C -0.851 0.822 -2.827
F -0.168 2.104 -3.242
F -2.303 1.040 -3.180
C -0.794 0.678 -1.205
F -0.912 -0.698 -0.672
F -2.012 1.410 -0.685
C 0.483 1.384 -0.465
F 1.772 1.294 -1.181
F 0.679 0.649 0.841
F 0.285 2.808 -0.094
P -1.537 -6.149 -4.205
O -1.553 -7.698 -3.421
Br -0.277 -6.447 -6.113
P 1.581 -3.584 0.183
O 2.923 -3.575 1.080
O 0.273 -3.559 1.357
O 1.682 -2.165 -0.817
H 5.104 -6.687 2.278
H 5.033 -5.462 0.848
H 3.405 -6.063 1.748
H 3.611 -8.493 0.825
H 6.179 -7.529 -0.365
H 4.504 -7.424 -1.973
H 2.725 -7.870 -1.551
H 0.756 -6.289 0.800
H -2.592 -3.790 -1.910
H -1.102 -3.392 -0.843
H -1.947 -6.604 -1.093
H -1.437 -5.581 0.405
H -3.125 -4.290 1.646
H 0.925 -2.936 -4.353
H -0.630 -3.419 -5.287
H -1.720 -1.844 -2.803
H -1.856 -1.545 -4.653
H -0.772 -8.274 -3.666
H -0.374 -2.800 1.136
H 2.654 -1.969 -0.987
C 0.292 7.117 -0.502
C -0.375 5.906 0.136
C -1.515 6.220 1.110
N -1.114 6.625 2.558
C -2.452 6.874 3.298
C -2.263 7.508 4.668
C -1.464 8.795 4.574
C -0.117 8.529 3.928
C -0.257 7.893 2.551
C -0.368 5.465 3.223
H 1.062 7.548 0.139
H 0.792 6.821 -1.431
H -0.436 7.897 -0.748
H 0.379 5.247 0.573
H -0.825 5.335 -0.688
H -2.145 5.328 1.217
H -2.144 7.026 0.713
H -3.049 7.541 2.664
H -2.969 5.912 3.378
H -3.247 7.725 5.101
H -1.773 6.811 5.356
H -1.322 9.224 5.572
H -2.019 9.535 3.984
H 0.489 7.890 4.582
H 0.430 9.474 3.829
H 0.735 7.618 2.188
H -0.726 8.596 1.854
H 0.586 5.317 2.713
H -0.988 4.567 3.151
H -0.180 5.708 4.271
*
```

The value obtained for the relative energy (zero: lowest compared OMol25 entry of this formula, charge and spin) is 161.0 kcal/mol. The value obtained for the LUMO energy is -2.6187 eV. The total energy is -6365.54851 a.u. For the frontier orbital gap, the calculation gives 0.2803 hartree.